9
Properties=species:S:1:pos:R:3:forces:R:3 method="wB97M-V/def2-TZVPD" energy_ha=-1042.33912 lumo_ev=-1.05 e_above_lowest_kj_mol=64.3 orbital_gap_ev=8.835 smiles="O=[P@@]1(O)OS1.O"
O -0.011938 1.223430 0.870957 0.119 -0.750 0.397
P 0.424356 -0.170847 1.051251 -0.283 -0.572 0.458
O 1.299160 -0.723361 -0.166562 -0.824 -0.058 0.591
O 0.921713 -0.786545 2.453514 -0.481 0.264 -1.400
S -0.683874 -1.651368 2.054872 1.068 1.047 -0.530
H 0.835014 -0.517453 -1.019294 0.254 0.203 0.575
O -0.716949 0.533331 -1.724133 -0.219 0.498 1.171
H -1.092880 0.919810 -2.502971 -0.204 0.069 -0.896
H -0.974602 1.173003 -1.017634 0.571 -0.701 -0.366



16
Properties=species:S:1:pos:R:3:forces:R:3 method="wB97M-V/def2-TZVPD" energy_ha=-325.86464 lumo_ev=0.97 e_above_lowest_kj_mol=191.4 orbital_gap_ev=10.347 smiles="CC(=O)[C@@H]1CN1C"
C -1.423039 1.246316 1.261457 0.005 0.030 0.023
C -1.509385 -0.127680 0.637010 -0.183 -0.132 0.044
O -2.458659 -0.860049 0.826493 0.273 0.292 -0.116
C -0.369708 -0.629823 -0.202401 -0.189 -0.169 -0.043
C 0.952021 -0.814627 0.464715 0.170 -0.116 0.207
N 0.761042 0.221094 -0.522029 0.002 0.073 0.011
C 1.392890 -0.019334 -1.810903 0.043 -0.020 -0.154
H -1.818329 1.202935 2.279613 0.052 -0.010 -0.154
H -0.412845 1.660155 1.246410 -0.120 -0.107 -0.017
H -2.071331 1.915729 0.684528 0.094 -0.082 0.042
H -0.663000 -1.395780 -0.920778 0.056 0.084 0.119
H 1.508657 -1.709737 0.188646 -0.028 0.172 0.001
H 1.089118 -0.478711 1.490646 -0.018 -0.056 -0.148
H 2.409037 0.386948 -1.787723 -0.161 -0.062 -0.001
H 0.833000 0.493207 -2.598507 0.062 -0.048 0.127
H 1.455426 -1.091152 -2.066502 -0.057 0.153 0.061



94
Properties=species:S:1:pos:R:3:forces:R:3 method="wB97M-V/def2-TZVPD" total_charge=-1 energy_ha=-3615.13308 lumo_ev=2.09 e_above_lowest_kj_mol=33.9 orbital_gap_ev=8.471
Ba -0.511241 1.166331 -0.538799 -0.265 0.064 0.298
N -3.519179 -1.397067 2.386641 0.011 0.018 -0.022
C -4.083471 -0.309634 1.582846 -0.007 0.063 -0.060
C -3.167884 0.097285 0.425323 -0.210 0.169 0.023
O -3.318591 1.240019 -0.064823 0.032 -0.164 0.056
O -2.288766 -0.729355 0.055248 0.215 -0.138 0.015
H -3.929957 -1.385647 3.312240 -0.002 -0.010 0.000
H -2.525514 -1.227724 2.506638 -0.020 0.004 0.007
H -4.288559 0.603714 2.149286 0.018 -0.013 0.001
H -5.031209 -0.634822 1.142074 -0.002 0.009 0.005
N 1.787232 -0.533477 -0.047845 -0.014 -0.004 -0.064
C 2.971804 -0.016094 -0.738851 0.002 0.012 0.007
C 2.635215 0.614611 -2.109966 0.226 -0.146 0.077
O 3.520918 0.646850 -2.967008 -0.005 0.022 0.030
O 1.457302 1.084325 -2.220727 -0.229 0.126 -0.178
H 1.936663 -0.624628 0.950369 0.061 0.043 -0.035
H 1.527730 -1.451223 -0.394844 -0.031 -0.008 0.022
H 3.759097 -0.761513 -0.881697 -0.007 0.007 -0.047
H 3.399216 0.779782 -0.120836 0.006 0.007 -0.032
C 2.051158 -5.471006 -0.136709 0.035 0.005 0.024
C 0.620123 -5.340814 -0.641133 -0.037 0.003 -0.012
S -0.033321 -3.647238 -0.645119 -0.011 -0.021 0.019
C -1.361880 -3.713588 0.577183 -0.069 0.042 -0.103
C -0.943611 -3.804727 2.032679 0.041 0.004 0.050
S 0.023438 -2.364365 2.577235 0.019 -0.045 -0.010
C 1.591218 -3.097403 3.105161 -0.006 0.038 0.023
C 2.513155 -3.623159 2.006476 -0.016 0.000 -0.016
S 2.265524 -5.397385 1.660164 -0.005 0.005 -0.009
H 2.697073 -4.724769 -0.601500 0.009 -0.005 0.003
H 2.442134 -6.450768 -0.421052 0.007 0.003 0.008
H -0.047585 -5.968105 -0.048887 -0.007 0.006 -0.003
H 0.580618 -5.701557 -1.671536 -0.005 0.002 -0.001
H -2.019680 -4.550207 0.330077 -0.004 -0.001 -0.024
H -1.921511 -2.788674 0.411917 0.010 -0.038 -0.005
H -0.358423 -4.701255 2.231137 0.009 -0.001 0.014
H -1.849494 -3.836785 2.640371 0.000 -0.004 -0.007
H 1.409359 -3.865585 3.859621 -0.013 0.005 -0.001
H 2.084276 -2.268455 3.616553 0.030 0.012 0.014
H 3.552664 -3.497358 2.312957 0.003 0.004 0.007
H 2.359939 -3.067695 1.083464 0.010 -0.008 -0.004
O 1.774007 2.299837 -6.086940 -0.085 0.015 -0.102
C 1.426768 1.049569 -5.494928 0.129 0.031 0.114
N 0.443959 0.392106 -6.312419 -0.229 0.097 -0.151
C -0.873770 0.738543 -6.474439 0.232 -0.320 0.203
O -1.502892 0.381287 -7.453390 -0.090 0.109 -0.126
C -1.534263 1.502958 -5.371694 0.021 0.102 -0.139
C -2.531669 2.417565 -5.673943 -0.006 -0.099 -0.092
C -3.110485 3.141054 -4.649176 -0.115 0.108 0.137
C -2.647342 2.959077 -3.352722 0.244 0.150 -0.279
N -1.675872 2.096089 -3.064510 -0.515 -0.062 0.358
C -1.188708 1.346654 -4.042056 0.460 0.005 0.163
H 2.245357 2.813781 -5.422364 0.037 -0.092 0.064
H 1.069427 1.202837 -4.477987 0.355 -0.025 -0.240
H 2.296953 0.392593 -5.447589 -0.004 0.055 0.064
H 0.798845 -0.081416 -7.130974 -0.019 0.005 0.017
H -2.838250 2.539090 -6.704486 -0.001 0.019 -0.009
H -3.896878 3.855968 -4.847445 -0.014 0.006 0.005
H -3.029166 3.552690 -2.530780 -0.059 -0.084 0.028
H -0.428847 0.635338 -3.735638 -0.218 -0.070 -0.033
O -0.027359 2.143219 1.707526 0.052 -0.076 -0.060
Si 1.152893 3.060618 2.221289 0.056 0.068 0.048
C 0.806547 3.821130 3.915045 -0.012 0.019 -0.001
C 1.788733 4.467926 4.668865 -0.011 -0.002 -0.002
C 1.498771 5.026129 5.906343 -0.023 -0.004 0.002
C 0.209705 4.941823 6.418726 0.008 -0.009 -0.025
C -0.780173 4.298010 5.688927 0.028 0.009 -0.004
C -0.480762 3.744845 4.449429 0.005 0.000 -0.009
C 2.796514 2.122106 2.383401 0.012 0.002 -0.010
C 2.801078 0.832693 2.928071 -0.017 -0.015 -0.003
C 3.974157 0.099607 3.044275 0.019 0.036 -0.022
C 5.180094 0.643133 2.615345 -0.025 -0.008 0.006
C 5.201824 1.921470 2.080056 -0.006 -0.003 -0.004
C 4.021582 2.648684 1.969164 -0.002 -0.019 0.008
C 1.509553 4.474138 1.009784 0.015 0.002 -0.008
C 1.343716 5.825199 1.315108 0.015 0.004 -0.019
C 1.536465 6.812872 0.354418 0.000 -0.030 -0.002
C 1.895747 6.464752 -0.939900 0.007 -0.009 0.005
C 2.066703 5.125289 -1.269689 -0.012 0.025 0.025
C 1.878673 4.149459 -0.301799 -0.028 0.004 -0.001
H 2.802417 4.531041 4.284544 0.007 0.001 -0.001
H 2.276288 5.522992 6.474502 0.004 0.001 0.002
H -0.020004 5.373453 7.385558 0.000 0.002 0.003
H -1.785259 4.225853 6.087258 -0.005 -0.002 -0.002
H -1.248618 3.235838 3.877209 -0.006 -0.005 0.003
H 1.859177 0.397771 3.253663 0.000 0.003 0.005
H 3.959097 -0.897220 3.469381 -0.013 -0.022 0.009
H 6.095054 0.069047 2.695366 0.003 -0.002 0.002
H 6.135685 2.348887 1.735520 0.002 0.003 -0.001
H 4.053762 3.639976 1.530170 0.004 0.004 0.004
H 1.054735 6.111994 2.320671 -0.001 0.005 0.000
H 1.401223 7.855814 0.616025 -0.002 0.002 0.001
H 2.041904 7.233150 -1.689551 0.001 -0.002 -0.001
H 2.347789 4.836031 -2.274933 0.004 0.010 -0.006
H 2.031054 3.111277 -0.587506 0.018 -0.011 0.001



56
Properties=species:S:1:pos:R:3:forces:R:3 method="wB97M-V/def2-TZVPD" energy_ha=-2207.49450 lumo_ev=0.11 e_above_lowest_kj_mol=0.0 orbital_gap_ev=9.292 smiles="CCOS(C)(=O)=O.CCOS(C)(=O)=O.C[N+](=O)[O-].C[N+](=O)[O-].CO.CO"
C 5.196806 0.445773 -5.219711 0.097 0.518 0.940
C 3.690034 0.409318 -5.306239 -0.328 -0.157 -0.886
O 3.197851 0.151594 -3.980430 -0.688 -0.037 1.004
S 1.653949 0.539320 -3.680956 0.293 -0.150 -2.008
C 1.796764 2.361001 -3.490089 -0.615 -1.288 -0.100
O 0.982234 0.264113 -4.932322 -0.109 0.370 0.987
O 1.239981 -0.109415 -2.473050 0.516 0.629 -0.320
H 5.645430 -0.394990 -4.689632 -0.407 -0.423 -0.331
H 5.442665 1.271521 -4.544017 0.217 0.255 -0.403
H 5.684346 0.563101 -6.183283 -0.104 0.113 -0.052
H 3.238902 1.327133 -5.697191 0.420 0.365 0.287
H 3.297188 -0.304820 -6.033263 0.142 -0.528 0.453
H 1.595753 2.544236 -2.439480 0.517 0.302 0.034
H 1.032748 2.835763 -4.100668 -0.101 -0.197 -0.016
H 2.774119 2.610552 -3.887824 0.122 0.251 0.453
C -1.032910 2.733950 -0.186014 -0.698 -1.810 1.083
C -0.206367 2.326165 1.033642 1.157 1.541 -0.759
O -0.953280 1.695792 2.076096 0.002 -0.360 0.708
S -0.116652 1.210740 3.353230 0.789 -0.097 0.413
C 0.718590 2.713455 3.894833 0.058 -0.048 -0.698
O -1.035794 0.861155 4.395157 0.251 0.255 -0.967
O 0.876713 0.225564 2.969464 -0.830 1.063 -0.076
H -1.578206 1.806988 -0.393206 -0.288 0.380 -0.634
H -0.376360 2.937232 -1.024765 0.022 0.246 0.029
H -1.755831 3.517862 0.019567 0.145 0.145 -0.074
H 0.607625 1.689641 0.679153 -0.054 -0.210 0.316
H 0.218785 3.251190 1.438257 0.240 -0.208 0.124
H 1.661021 2.861496 3.370433 0.024 -0.349 -0.014
H 0.899074 2.630928 4.961562 -0.183 -0.072 0.026
H 0.093704 3.565311 3.633280 -0.246 -0.071 0.385
C -3.943804 -3.473558 -2.876578 -0.195 -1.072 0.300
N -3.052103 -3.597132 -1.673970 -0.339 -0.217 -1.739
O -3.584674 -3.637181 -0.601309 -0.088 0.240 1.037
O -1.878037 -3.737332 -1.914568 0.752 0.119 0.460
H -4.730964 -4.194978 -2.662231 -0.385 0.468 -0.004
H -3.412667 -3.877101 -3.730817 0.281 0.516 -0.063
H -4.295008 -2.454957 -2.980583 0.014 0.022 0.042
C -0.905294 -1.336587 0.272038 0.120 -0.820 0.047
N -2.203096 -0.621004 0.252638 0.086 -0.489 0.588
O -2.719778 -0.441567 -0.826515 -0.037 0.147 -0.835
O -2.711019 -0.310985 1.298536 -0.188 0.120 0.670
H -0.395563 -1.337352 1.231860 -0.182 0.848 0.050
H -0.331153 -0.959508 -0.567566 0.157 -0.218 0.023
H -1.161109 -2.393678 0.169255 -0.051 0.102 -0.612
C -4.244649 -0.257156 4.734270 0.154 -0.829 0.008
O -3.342569 0.228713 5.700832 0.135 0.448 0.240
H -4.085387 -1.340250 4.628227 -0.133 0.092 -0.311
H -5.266969 -0.137497 5.095184 0.090 0.239 0.073
H -4.148949 0.213453 3.751349 0.057 0.073 0.087
H -2.456872 0.315521 5.311594 -0.641 -0.102 0.069
C 2.567491 -2.746654 3.921563 -0.048 -0.145 -1.674
O 2.046414 -2.337686 2.643683 -0.043 0.019 0.136
H 3.620829 -2.450557 3.969841 -0.179 0.298 0.539
H 1.920031 -2.356095 4.704748 0.363 -0.214 0.347
H 2.579185 -3.836965 3.852078 -0.235 0.057 0.552
H 1.646845 -1.463583 2.733928 0.176 -0.133 0.065



16
Properties=species:S:1:pos:R:3:forces:R:3 method="wB97M-V/def2-TZVPD" energy_ha=-267.85521 lumo_ev=0.87 e_above_lowest_kj_mol=184.1 orbital_gap_ev=9.186 smiles="C=CN.C=CN"
C 0.875158 2.148931 -2.824502 -0.221 0.709 0.440
C -0.292833 2.152634 -2.179497 0.256 -0.768 -0.319
N -1.078875 3.230442 -1.784503 0.107 -0.175 0.658
H 1.468269 3.053348 -2.862792 -0.018 0.105 -0.492
H 1.241829 1.259594 -3.302543 0.226 -0.233 0.295
H -0.719935 1.176163 -1.948684 -0.400 0.257 -0.327
H -0.604984 4.102413 -1.592666 0.143 -0.044 -0.221
H -1.671364 2.985140 -1.004787 -0.093 0.145 -0.031
C -0.807224 -3.218279 1.880592 -0.396 -0.313 0.928
C -0.135431 -2.086761 2.069961 0.612 -0.875 0.400
N 1.270879 -2.068923 2.156645 -0.690 0.535 -0.097
H -0.304139 -4.173520 1.974333 0.239 -0.013 -0.495
H -1.876546 -3.298830 2.010466 -0.092 0.376 -0.347
H -0.638228 -1.156137 2.277471 -0.029 0.284 -0.408
H 1.659639 -2.898855 2.581847 0.079 0.186 -0.072
H 1.613784 -1.207360 2.548658 0.277 -0.177 0.088



40
Properties=species:S:1:pos:R:3:forces:R:3 method="wB97M-V/def2-TZVPD" total_charge=+1 energy_ha=-2406.62298 lumo_ev=-4.47 e_above_lowest_kj_mol=100.9 orbital_gap_ev=6.643
Pb 0.829032 1.032986 -0.680891 -1.155 -0.431 -0.197
F 6.638540 4.838443 0.516937 -0.444 -0.040 -0.141
C 5.370325 4.448050 0.400869 0.074 0.413 0.296
C 5.086708 3.104051 0.300515 -0.628 -0.944 -0.835
F 6.067210 2.194141 0.114696 -0.819 0.662 0.510
C 3.728254 2.753151 0.174206 0.787 0.676 -0.277
F 3.352023 1.474771 -0.041743 0.609 -0.385 0.296
C 2.731450 3.702686 0.116083 -1.363 0.066 0.514
S 0.973172 3.321534 0.207119 0.748 0.316 -0.211
C 3.027346 5.059556 0.160857 0.878 0.186 -0.013
F 2.057590 5.968319 -0.005850 0.617 -0.326 0.328
C 4.355591 5.423537 0.349344 0.505 -0.022 -0.278
F 4.766941 6.686796 0.383223 -0.413 -0.050 0.053
C -2.334925 3.501482 0.272460 0.159 0.412 -0.697
P -2.062471 1.794738 -0.216483 0.199 -0.926 -0.799
C -2.678172 0.644018 1.051709 0.457 -0.495 -0.657
C -3.216049 1.507260 -1.643258 1.470 -0.048 0.459
H -3.357433 3.797560 0.474375 -0.277 -0.221 0.011
H -1.932998 4.147838 -0.526596 -0.189 -0.234 0.253
H -1.732172 3.680700 1.134809 0.345 0.278 0.762
H -3.705158 0.774047 1.350844 -0.370 0.214 0.050
H -2.024925 0.657976 1.900772 0.261 0.312 0.707
H -2.535143 -0.377992 0.659507 -0.351 0.423 -0.061
H -4.170432 1.413304 -1.162406 -0.752 -0.057 -0.249
H -2.908365 0.583166 -2.152232 -0.345 0.223 0.170
H -3.154658 2.346585 -2.337705 -0.193 -0.088 0.087
C -2.446746 -6.211591 -0.397446 -1.782 -0.502 -0.049
N -2.141189 -4.846380 -0.016494 0.045 0.653 -0.134
C -1.087029 -4.028339 -0.167417 2.329 -1.413 0.902
S -1.284830 -2.339116 -0.061053 0.188 -0.437 -0.285
N 0.207742 -4.581113 -0.224777 -1.352 0.142 0.204
C 0.696611 -5.882745 0.309453 -0.199 -0.300 -2.074
H -3.086604 -6.244364 -1.330809 0.455 0.215 1.132
H -2.978251 -6.742367 0.450625 0.487 0.727 -1.011
H -1.606804 -6.798578 -0.641331 1.172 -0.360 -0.082
H -2.938245 -4.281820 0.201719 -0.538 0.020 -0.059
H 0.905549 -3.881440 -0.096043 0.077 0.625 -0.257
H 0.417917 -6.703588 -0.411307 0.101 0.671 1.083
H 0.372313 -6.061303 1.318268 -0.289 -0.240 0.377
H 1.798273 -5.875959 0.265452 -0.499 0.287 0.168